(1)
{"formula": "C16H26N4O2SSiTi", "method": "ωB97M-V/def2-TZVPD", "total_charge": 1, "relative_energy_ev": 0.624, "gap_ev": [8.165, 8.425], "energy_ev": -68896.66854, "spin_multiplicity": 2, "species": ["Ti", "C", "Si", "C", "C", "C", "C", "C", "C", "N", "C", "S", "H", "H", "H", "H", "H", "H", "H", "H", "H", "H", "H", "H", "N", "C", "C", "C", "O", "O", "H", "H", "H", "H", "H", "H", "C", "C", "C", "C", "N", "N", "C", "H", "H", "H", "H", "H", "H", "H", "H"], "positions_angstrom": [[0.045, 0.477, 0.111], [-2.649, -4.016, 4.662], [-2.163, -3.528, 2.915], [-3.685, -3.037, 1.924], [-1.177, -4.901, 2.102], [-1.183, -1.890, 3.048], [-1.138, -1.179, 4.244], [-0.610, 0.108, 4.319], [-0.122, 0.680, 3.170], [-0.125, 0.013, 2.008], [-0.644, -1.234, 1.936], [-0.587, -1.848, 0.293], [-3.217, -4.948, 4.631], [-3.288, -3.265, 5.131], [-1.785, -4.182, 5.309], [-4.343, -3.887, 1.730], [-3.397, -2.609, 0.963], [-4.262, -2.285, 2.467], [-1.775, -5.815, 2.087], [-0.255, -5.119, 2.644], [-0.920, -4.652, 1.074], [-1.534, -1.638, 5.142], [-0.594, 0.656, 5.249], [0.288, 1.683, 3.155], [0.111, 0.160, -2.146], [-1.263, 0.392, -2.682], [-1.819, 1.739, -2.175], [-1.366, 1.795, -0.743], [-1.905, 1.098, 0.155], [-0.195, 2.285, -0.502], [0.744, 0.854, -2.535], [0.432, -0.748, -2.462], [-1.891, -0.414, -2.304], [-1.282, 0.372, -3.772], [-2.903, 1.742, -2.250], [-1.402, 2.578, -2.727], [4.723, -2.373, 0.211], [3.897, -1.135, 0.224], [4.247, 0.193, 0.355], [3.050, 0.917, 0.326], [2.017, 0.076, 0.177], [2.558, -1.163, 0.113], [2.852, 2.393, 0.424], [5.775, -2.115, 0.134], [4.460, -3.012, -0.632], [4.572, -2.945, 1.128], [5.240, 0.595, 0.465], [1.938, -1.963, 0.102], [3.677, 2.844, 0.970], [1.921, 2.642, 0.933], [2.817, 2.846, -0.568]]}

---

(2)
{"formula": "C16H27BrCrNOS4", "method": "ωB97M-V/def2-TZVPD", "total_charge": 2, "relative_energy_ev": 1.322, "gap_ev": [6.821, 7.349], "energy_ev": -162357.59204, "spin_multiplicity": 2, "species": ["Cr", "C", "C", "S", "C", "C", "S", "C", "C", "S", "C", "C", "S", "H", "H", "H", "H", "H", "H", "H", "H", "H", "H", "H", "H", "H", "H", "H", "H", "C", "C", "C", "O", "H", "H", "H", "H", "H", "H", "H", "Br", "C", "C", "C", "N", "C", "C", "H", "H", "H", "H"], "positions_angstrom": [[-0.063, -0.377, -0.130], [2.129, 0.514, 2.458], [2.996, -0.190, 1.440], [2.410, -0.056, -0.293], [2.978, 1.580, -0.897], [1.860, 2.585, -1.045], [1.425, 3.275, 0.592], [0.050, 4.375, 0.186], [-1.247, 3.694, -0.238], [-1.475, 1.901, 0.101], [-1.761, 1.779, 1.904], [-0.524, 1.535, 2.744], [0.369, -0.011, 2.280], [2.170, 1.596, 2.342], [2.447, 0.239, 3.465], [3.006, -1.267, 1.624], [4.022, 0.180, 1.471], [3.423, 1.369, -1.870], [3.756, 1.931, -0.221], [0.970, 2.114, -1.479], [2.191, 3.410, -1.675], [0.399, 5.039, -0.603], [-0.098, 4.967, 1.089], [-1.379, 3.738, -1.321], [-2.102, 4.188, 0.224], [-2.481, 0.965, 2.017], [-2.238, 2.706, 2.220], [-0.817, 1.419, 3.788], [0.184, 2.357, 2.652], [-2.541, -1.856, -2.793], [-2.603, -0.659, -1.831], [-3.784, -0.764, -0.853], [-1.441, -0.560, -1.122], [-3.440, -1.900, -3.400], [-2.446, -2.778, -2.225], [-1.681, -1.744, -3.454], [-2.717, 0.267, -2.425], [-3.673, -1.644, -0.224], [-4.709, -0.854, -1.414], [-3.840, 0.129, -0.234], [1.690, -6.827, -0.440], [1.224, -5.007, -0.325], [0.546, -4.505, 0.789], [0.206, -3.170, 0.824], [0.507, -2.306, -0.158], [1.154, -2.795, -1.229], [1.539, -4.112, -1.350], [0.289, -5.156, 1.609], [-0.331, -2.772, 1.676], [1.383, -2.093, -2.019], [2.067, -4.448, -2.226]]}

---

(3)
{"formula": "C16H27BrN3O5", "method": "ωB97M-V/def2-TZVPD", "total_charge": 1, "relative_energy_ev": 0.000, "gap_ev": 8.779, "energy_ev": -101771.27074, "species": ["O", "C", "C", "O", "C", "O", "C", "C", "O", "C", "C", "N", "C", "C", "C", "C", "N", "C", "C", "Br", "H", "H", "H", "H", "H", "H", "H", "H", "H", "H", "H", "H", "H", "H", "H", "H", "H", "H", "H", "H", "C", "O", "N", "C", "C", "H", "H", "H", "H", "H", "H", "H"], "positions_angstrom": [[0.170, 0.373, 0.331], [-1.014, -0.240, 0.903], [-2.356, 0.172, 0.176], [-2.242, 0.258, -1.249], [-1.853, -0.964, -1.820], [-0.623, -0.728, -2.501], [-0.208, -1.809, -3.336], [1.270, -2.121, -2.900], [1.192, -2.541, -1.540], [2.445, -2.470, -0.856], [3.098, -1.008, -0.887], [2.330, -0.147, -1.824], [2.847, 1.258, -1.940], [1.835, 2.245, -2.332], [2.391, 3.607, -2.422], [3.806, 3.738, -2.116], [4.720, 2.801, -1.792], [4.245, 1.533, -1.701], [2.111, -0.810, -3.151], [3.764, -1.079, -4.186], [0.445, 1.078, 0.942], [-1.124, 0.051, 1.976], [-0.900, -1.354, 0.878], [-3.210, -0.475, 0.517], [-2.611, 1.204, 0.539], [-2.624, -1.236, -2.602], [-1.817, -1.819, -1.097], [-0.864, -2.707, -3.147], [-0.299, -1.533, -4.418], [1.692, -2.920, -3.578], [2.291, -2.776, 0.204], [3.137, -3.211, -1.354], [4.126, -1.173, -1.314], [3.220, -0.582, 0.136], [1.374, -0.039, -1.406], [0.768, 2.001, -2.522], [1.742, 4.466, -2.709], [4.198, 4.788, -2.156], [4.984, 0.739, -1.435], [1.450, -0.110, -3.731], [-3.455, -0.571, 3.910], [-3.463, -0.165, 2.758], [-3.637, 0.195, 5.005], [-3.614, -0.359, 6.346], [-3.862, 1.621, 4.837], [-3.293, -1.634, 4.149], [-4.574, -0.169, 6.829], [-2.817, 0.120, 6.919], [-3.436, -1.434, 6.317], [-4.756, 1.775, 4.229], [-3.009, 2.062, 4.318], [-3.991, 2.101, 5.805]]}

---

(4)
{"formula": "C16H27Cl10N2O4P", "method": "ωB97M-V/def2-TZVPD", "smiles": "[H]/N=C/CC1=C(P(N)O)C(=O)OC1=O.ClCCCl.ClCCCl.ClCCCl.ClCCCl.ClCCCl", "total_charge": 0, "gap_ev": 6.834, "energy_ev": -162708.41505, "species": ["H", "N", "C", "C", "C", "C", "P", "N", "O", "C", "O", "O", "C", "O", "H", "H", "H", "H", "H", "H", "Cl", "C", "C", "Cl", "H", "H", "H", "H", "Cl", "C", "C", "Cl", "H", "H", "H", "H", "Cl", "C", "C", "Cl", "H", "H", "H", "H", "Cl", "C", "C", "Cl", "H", "H", "H", "H", "Cl", "C", "C", "Cl", "H", "H", "H", "H"], "positions_angstrom": [[4.595, -2.374, 0.813], [4.089, -1.619, 1.324], [3.030, -2.220, 1.959], [2.011, -1.397, 2.928], [0.901, -0.451, 2.196], [-0.586, -0.675, 2.002], [-1.523, -2.276, 2.561], [-3.261, -1.977, 2.808], [-1.423, -3.293, 1.107], [-1.206, 0.652, 1.245], [-2.509, 0.685, 0.929], [-0.134, 1.648, 1.089], [1.162, 1.049, 1.551], [2.374, 1.661, 1.509], [2.938, -3.404, 1.836], [1.433, -2.143, 3.635], [2.635, -0.679, 3.647], [-3.460, -1.139, 3.392], [-3.645, -2.860, 3.236], [-1.570, -2.601, 0.371], [0.330, 5.461, 3.878], [-0.574, 4.977, 2.422], [-1.678, 5.964, 2.076], [-3.000, 5.939, 3.268], [-0.971, 3.970, 2.586], [0.149, 4.927, 1.602], [-2.119, 5.705, 1.109], [-1.297, 6.989, 2.013], [2.760, -3.403, -2.612], [1.061, -3.936, -2.648], [0.091, -2.770, -2.535], [0.131, -2.015, -0.923], [0.914, -4.661, -1.841], [0.912, -4.452, -3.601], [-0.933, -3.122, -2.694], [0.304, -1.995, -3.279], [3.600, 0.224, -4.390], [3.080, 1.366, -3.125], [1.919, 0.826, -2.306], [0.415, 0.729, -3.255], [2.827, 2.315, -3.607], [3.946, 1.534, -2.477], [1.718, 1.492, -1.462], [2.134, -0.172, -1.910], [-3.822, 0.448, 4.433], [-3.994, 2.176, 4.830], [-5.447, 2.623, 4.830], [-6.151, 2.624, 3.194], [-3.396, 2.751, 4.117], [-3.563, 2.316, 5.826], [-5.521, 3.648, 5.206], [-6.067, 1.982, 5.466], [1.042, -4.150, -7.855], [2.111, -2.758, -7.548], [2.223, -2.435, -6.067], [0.701, -1.792, -5.402], [1.731, -1.905, -8.119], [3.095, -3.023, -7.946], [2.986, -1.667, -5.910], [2.503, -3.317, -5.482]]}